Entry 1:
The following is a DFT calculation (ωB97M-V/def2-TZVPD) of C25H27BF3KN14P as an isolated structure.

```
! wB97M-V def2-TZVPD RIJCOSX def2/J DEFGRID3
* xyz 0 2
K -0.05 0.19 -0.07
P 0.37 -3.29 1.72
F -3.47 -1.54 -0.73
F -3.53 -2.89 0.97
F -3.78 -0.75 1.26
N -0.17 -2.34 -0.88
N 3.13 -2.96 1.77
N -0.41 -0.67 2.44
N -1.07 -4.32 -0.48
N 0.47 0.81 -2.61
N -1.96 1.87 -0.89
N -1.54 -2.25 3.50
N -1.34 2.83 -1.63
N 0.69 4.72 -3.50
N 2.09 -1.24 0.84
N 0.42 4.51 -2.19
N 0.09 2.64 0.97
N 0.96 2.06 -2.41
N 0.72 3.17 -0.12
C -1.39 -3.99 -1.77
C 4.10 -2.07 1.39
C 1.44 0.14 -3.23
C -0.58 -1.98 2.57
C 0.91 2.85 1.99
C 0.18 5.68 -1.55
C -3.47 2.90 -2.21
C -0.34 -3.28 0.03
C -3.20 -1.67 0.55
C 2.56 0.95 -3.45
C 0.63 6.03 -3.67
C 3.37 -4.25 2.41
C 1.91 3.69 0.24
C -1.52 -5.52 0.21
C 0.31 6.70 -2.47
C 1.93 -2.42 1.41
C -2.00 -1.05 3.97
C 2.21 2.16 -2.90
C -0.83 -2.77 -2.00
C -2.24 3.46 -2.43
C 2.08 3.51 1.59
C 3.44 -1.02 0.82
C -1.29 -0.09 3.31
C -3.23 1.91 -1.24
C -2.04 -3.54 3.94
B 0.17 3.12 -1.59
H -2.10 -3.56 5.02
H 0.20 7.76 -2.30
H -2.51 -5.37 0.64
H 2.86 -4.30 3.37
H 1.29 -0.89 -3.51
H 3.03 -5.07 1.78
H -1.38 0.98 3.38
H 0.83 6.45 -4.64
H -1.35 -4.32 3.62
H 4.44 -4.35 2.57
H 3.85 -0.12 0.40
H -3.94 1.24 -0.78
H -4.40 3.17 -2.68
H -0.87 -2.17 -2.90
H -1.98 -4.64 -2.39
H 2.55 4.16 -0.49
H 2.92 3.81 2.19
H -2.78 -0.98 4.71
H -1.55 -6.34 -0.50
H 5.14 -2.27 1.56
H -0.81 -5.77 1.00
H 2.74 3.10 -2.87
H -1.92 4.25 -3.09
H 0.63 2.52 2.98
H 3.49 0.70 -3.94
H -3.02 -3.74 3.51
H -0.07 5.70 -0.50
*
```

## Properties
* <S²>: 0.75
* HOMO-LUMO gap (spin up / spin down): 8.223 / 7.427 eV
* ΔE to the lowest compared entry with this formula, charge and spin: 24.1 kcal per mole
* E_tot: -3001.2833 Eh



Entry 2:
The following is a DFT calculation (ωB97M-V/def2-TZVPD) of C25H27Br57F2NO4P as an isolated structure in a non-equilibrium geometry.

```
! wB97M-V def2-TZVPD RIJCOSX def2/J DEFGRID3
* xyz 0 1
Br 8.06 0.95 5.76
Br 2.73 -0.08 9.73
Br -1.13 0.04 -17.02
Br 6.51 10.56 9.31
Br -5.68 -8.83 -5.55
Br 8.13 -3.92 5.24
Br -5.46 2.86 0.01
Br -3.00 -0.67 -4.93
Br -0.58 -6.70 -5.16
Br -7.49 -1.57 -4.51
Br -4.78 6.58 -0.25
Br 8.79 -2.29 8.08
Br -4.69 -4.21 4.11
Br 2.25 -1.27 6.82
Br -2.57 -3.81 1.77
Br 8.85 -6.88 4.34
Br 7.25 -0.97 10.55
Br -2.50 -5.14 -3.19
Br -0.72 2.59 -12.87
Br -6.28 0.94 -10.71
Br 5.46 5.25 10.33
Br -5.21 8.34 -2.85
Br -5.22 -1.42 -12.56
Br -3.59 -6.99 -7.07
Br 10.04 0.23 9.60
Br -4.82 1.41 -6.50
Br 6.88 10.50 6.16
Br -5.30 -5.28 1.17
Br 0.31 -5.30 0.19
Br -1.73 -3.89 -6.02
Br -2.73 1.17 -10.86
Br -6.71 -2.08 -9.84
Br 6.31 3.49 6.52
Br 5.33 12.92 7.54
Br -5.86 -9.09 1.84
Br 2.02 0.03 -16.54
Br 9.29 -6.01 7.36
Br 5.25 7.09 7.76
Br 5.19 16.73 4.26
Br -3.51 -1.05 -8.04
Br -3.83 2.52 -13.53
Br -6.16 -4.37 -3.74
Br 1.56 -7.21 -1.96
Br 3.32 -6.28 0.52
Br 4.78 17.92 7.17
Br -5.93 -0.11 1.06
Br -8.21 -2.96 -1.76
Br 7.70 17.18 6.15
Br 5.11 -0.03 7.63
Br -3.05 -10.11 -6.80
Br -3.67 -8.54 -0.41
Br 8.05 6.71 9.20
Br -4.44 0.40 -1.70
Br -6.03 5.27 -2.87
Br -6.35 -10.09 -1.14
Br 9.48 3.65 6.63
Br 0.08 -1.30 -14.40
P 0.06 -0.09 1.16
F -0.04 1.54 -1.44
F 0.06 -2.39 -1.81
O 0.41 -1.83 5.14
O 1.60 0.23 -2.16
O 1.54 -2.31 -0.16
O 0.21 0.38 4.81
N 0.06 -0.52 -0.59
C -6.57 -0.86 -11.31
C 3.55 -0.98 8.23
C -0.23 -0.91 4.69
C -5.04 -9.73 0.22
C 0.64 0.40 -1.45
C 8.22 -5.77 5.78
C 5.83 16.75 6.07
C 0.66 -1.80 -0.79
C -4.39 -8.74 -6.97
C -1.56 -1.07 4.04
C 5.75 11.04 7.62
C 0.28 0.09 -15.72
C -5.78 1.03 -0.48
C 8.96 -1.35 9.75
C -5.86 6.87 -1.81
C -3.95 -4.93 2.49
C -1.15 -4.98 -4.54
C 7.96 2.87 5.76
C -1.95 0.01 3.04
C -1.70 -0.31 1.58
C 6.14 6.81 9.44
C -2.50 2.59 -12.14
C -6.84 -2.70 -3.09
C -4.23 -0.41 -6.38
C 1.93 -5.80 -0.71
H 7.99 3.19 4.73
H -6.85 7.13 -1.47
H 4.82 10.50 7.52
H -1.51 0.95 3.31
H 3.88 -1.94 8.60
H -0.20 0.81 5.57
H -1.66 -2.07 3.64
H -4.91 -8.91 -7.90
H -7.51 -0.87 -11.83
H -4.56 -10.67 0.45
H 0.08 1.31 1.03
H -6.73 1.00 -1.00
H -2.63 3.52 -11.62
H -2.30 0.37 0.99
H 7.22 -6.08 6.02
H 5.94 7.66 10.06
H 9.47 -2.03 10.42
H -3.01 0.14 3.11
H 5.71 15.75 6.46
H 0.20 1.03 -15.20
H -2.27 -1.00 4.85
H -2.09 -1.28 1.32
H 2.26 -4.94 -1.26
H -0.30 -4.49 -4.09
H -5.10 -1.01 -6.16
H -6.03 -2.18 -2.61
H -3.49 -5.87 2.75
*
```

## Properties
* HOMO-LUMO gap: 9.302 eV
* ΔE to the lowest compared entry with this formula, charge and spin: 0.0 kcal per mole
* E_tot: -148584.2149 Eh



Q: Which of these has the lowest ΔE to the lowest compared entry with this formula, charge and spin?
A: C25H27Br57F2NO4P



Q: Which of these has the lowest ΔE to the lowest compared entry with this formula, charge and spin?
A: C25H27Br57F2NO4P



Q: Number 2 is which compound?
A: C25H27Br57F2NO4P